{"formula": "C18H26N4O4", "method": "ωB97M-V/def2-TZVPD", "symbols": ["C", "H", "O", "C", "C", "C", "C", "C", "C", "H", "H", "N", "C", "O", "C", "N", "C", "H", "C", "N", "C", "O", "N", "C", "H", "H", "C", "O", "C", "H", "C", "H", "H", "H", "H", "H", "C", "C", "H", "H", "H", "H", "H", "H", "H", "H", "H", "H", "H", "H", "H", "H"], "positions_angstrom": [[6.854, 0.771, 2.630], [7.936, 0.812, 2.518], [6.453, -0.427, 2.011], [5.128, -0.747, 2.010], [4.116, 0.027, 2.566], [2.798, -0.393, 2.511], [2.468, -1.595, 1.900], [3.483, -2.371, 1.341], [4.794, -1.954, 1.394], [5.584, -2.549, 0.965], [3.241, -3.310, 0.862], [1.153, -2.078, 1.815], [0.003, -1.523, 2.288], [-0.063, -0.454, 2.856], [-1.249, -2.347, 1.967], [-2.052, -1.764, 0.907], [-1.327, -1.596, -0.339], [-0.853, -2.545, -0.603], [-2.323, -1.209, -1.433], [-2.990, 0.017, -1.057], [-3.416, 0.972, -1.942], [-4.444, 1.600, -1.778], [-2.592, 1.151, -3.047], [-3.124, 2.005, -4.100], [-4.205, 1.878, -4.131], [-2.680, 1.675, -5.044], [-2.779, 3.475, -3.851], [-1.382, 3.649, -3.715], [-0.887, 2.871, -2.653], [0.188, 3.057, -2.610], [-1.167, 1.375, -2.864], [-0.802, 0.825, -1.999], [-0.650, 1.031, -3.766], [-1.351, 3.190, -1.705], [-3.083, 4.095, -4.695], [-3.292, 3.814, -2.940], [-3.708, -0.139, 0.191], [-2.712, -0.523, 1.282], [-3.244, -0.685, 2.221], [-1.991, 0.295, 1.427], [-4.201, 0.805, 0.425], [-4.470, -0.924, 0.098], [-1.830, -1.100, -2.397], [-3.071, -2.012, -1.511], [-0.544, -0.820, -0.263], [-1.868, -2.390, 2.866], [-0.987, -3.368, 1.671], [1.076, -2.975, 1.357], [2.023, 0.214, 2.947], [4.336, 0.965, 3.050], [6.600, 0.778, 3.695], [6.406, 1.644, 2.144]], "forces_ev_per_a": [[0.0541, 0.1720, 0.0877], [-0.0779, 0.0473, 0.0352], [-0.0988, -0.2630, -0.1337], [-0.1406, -0.0523, -0.0135], [0.4563, -0.0158, -0.0683], [-0.2658, -0.0790, -0.0005], [0.2712, 0.3009, 0.1052], [-0.0323, 0.1355, 0.0735], [0.1072, 0.1612, 0.0738], [0.0895, -0.0806, -0.0547], [-0.0135, -0.1058, -0.0562], [0.0434, -0.4318, -0.1628], [-0.1961, -0.4176, -0.1578], [-0.0241, 0.2232, 0.1455], [-0.1028, 0.1170, -0.0177], [0.1352, -0.0707, 0.1097], [-0.2187, -0.0565, -0.2680], [0.0328, 0.0133, -0.0082], [0.3619, -0.1763, -0.0914], [0.0134, -0.0179, 0.2586], [0.1182, -0.1262, -0.1946], [-0.2873, 0.1740, 0.0118], [-0.1534, -0.0191, -0.0607], [-0.1280, 0.2945, -0.0060], [0.0760, 0.0189, -0.0865], [-0.0506, 0.0569, 0.0090], [-0.2822, -0.2030, -0.0808], [0.1039, 0.0505, -0.1266], [0.1255, -0.3458, 0.1077], [-0.0515, -0.0430, 0.0846], [0.2753, 0.3396, 0.0674], [0.0324, -0.0449, -0.0536], [0.0509, -0.0046, 0.1018], [0.0662, -0.0181, -0.0393], [-0.0555, -0.0337, 0.0527], [0.0280, -0.0104, -0.0889], [0.0151, 0.2331, 0.3304], [-0.3007, 0.1218, -0.1189], [0.0246, 0.0374, 0.0282], [-0.0971, -0.0308, 0.0206], [0.0215, -0.1209, 0.0067], [-0.0039, 0.0663, 0.0018], [-0.0263, 0.0003, 0.0550], [0.0915, 0.0292, -0.0612], [-0.0228, -0.0546, -0.0279], [0.1330, -0.0383, -0.0057], [0.0194, 0.0111, 0.0646], [-0.1448, 0.1875, 0.1252], [-0.0214, 0.0074, -0.0002], [0.0517, 0.0826, 0.0380], [-0.0049, 0.0087, -0.0396], [0.0031, -0.0296, 0.0283]], "homo_ev": -8.14, "smiles": "COc1ccc(NC(=O)CN2CCN(C(=O)N3CCOCC3)CC2)cc1", "e_above_lowest_kcal_mol": 34.0, "e_tot_ha": -1221.49429, "gap_ev": 8.647}


{"formula": "C13H18N2O2S", "method": "ωB97M-V/def2-TZVPD", "symbols": ["C", "C", "H", "H", "S", "O", "O", "N", "H", "C", "C", "C", "C", "C", "C", "C", "H", "H", "N", "C", "C", "H", "C", "H", "H", "H", "C", "H", "H", "H", "H", "H", "H", "H", "H", "H"], "positions_angstrom": [[4.257, 4.001, 2.127], [3.268, 2.907, 1.791], [3.407, 2.014, 2.391], [2.239, 3.247, 1.841], [3.571, 2.406, 0.075], [4.855, 1.774, -0.006], [3.300, 3.522, -0.788], [2.419, 1.210, -0.124], [2.815, 0.396, -0.569], [1.148, 1.621, -0.699], [0.115, 0.544, -0.510], [-0.507, -0.037, -1.595], [-1.453, -1.038, -1.379], [-1.753, -1.451, -0.056], [-1.119, -0.868, 1.035], [-0.195, 0.123, 0.792], [0.319, 0.592, 1.617], [-1.336, -1.173, 2.049], [-2.699, -2.436, -0.129], [-3.004, -2.657, -1.452], [-2.264, -1.824, -2.239], [-2.292, -1.773, -3.310], [-4.009, -3.679, -1.848], [-4.984, -3.457, -1.412], [-3.709, -4.672, -1.512], [-4.107, -3.693, -2.929], [-3.292, -3.137, 0.973], [-2.859, -2.778, 1.904], [-4.373, -2.971, 1.004], [-3.109, -4.212, 0.894], [-0.273, 0.280, -2.601], [0.858, 2.532, -0.167], [1.252, 1.876, -1.761], [5.269, 3.622, 2.007], [4.120, 4.834, 1.440], [4.126, 4.355, 3.148]], "forces_ev_per_a": [[0.0862, 0.1087, -0.0508], [0.2702, -0.1150, -0.7890], [-0.0620, -0.1241, 0.0304], [-0.1778, -0.0256, 0.0139], [-0.4106, -0.4545, 0.3164], [0.0550, -0.2388, 0.1696], [-0.2442, 0.0863, 0.1266], [0.6976, 0.4938, 0.1890], [0.2656, -0.1231, -0.0138], [-0.3487, 0.2649, -0.1763], [0.1203, 0.0579, -0.1144], [0.0239, 0.0473, 0.1849], [-0.0724, -0.1031, 0.4600], [0.3817, 0.4258, -0.3859], [0.0000, 0.0128, 0.1879], [-0.0726, -0.0570, 0.0059], [0.0528, 0.0213, 0.1348], [-0.0107, -0.0119, 0.0895], [-0.0294, -0.0349, -0.1280], [0.0105, 0.0385, -0.3978], [-0.1786, -0.1908, 0.0202], [-0.0685, -0.0542, -0.2324], [0.0463, 0.0392, 0.1028], [-0.0912, -0.0469, -0.0149], [-0.0437, -0.0906, -0.0175], [-0.0217, -0.0197, -0.0334], [-0.1762, -0.1854, 0.1788], [-0.0282, -0.0302, -0.0192], [0.0638, -0.0091, 0.0636], [-0.0031, 0.0587, 0.0686], [0.0652, 0.0654, -0.1192], [-0.1430, -0.0052, -0.1412], [-0.0854, 0.0216, 0.1496], [0.1104, 0.0581, 0.0741], [0.0442, 0.1399, 0.0471], [-0.0259, -0.0200, 0.0203]], "homo_ev": -7.93, "smiles": "CCS(=O)(=O)NCc1ccc2c(c1)cc(C)n2C", "e_above_lowest_kcal_mol": 16.5, "e_tot_ha": -1164.35528, "gap_ev": 8.615}


{"formula": "C3HBr2NO3", "method": "ωB97M-V/def2-TZVPD", "symbols": ["C", "C", "C", "N", "O", "O", "O", "Br", "Br", "H"], "positions_angstrom": [[-0.617, 0.291, 1.208], [0.587, -0.591, 0.974], [0.872, 0.287, -1.024], [-0.356, 0.175, -1.019], [-0.850, 1.456, 1.262], [0.612, -1.773, 1.048], [1.533, 0.129, 0.148], [-2.039, -1.042, 1.750], [-1.314, 0.435, -2.554], [1.571, 0.633, -1.794]], "forces_ev_per_a": [[-2.7126, 0.5995, 2.0201], [0.7988, -0.4950, -1.9344], [2.7220, 1.5459, -0.4396], [-1.8359, -0.9093, -0.7594], [1.2177, -1.4870, 0.0949], [0.7737, 1.2723, 0.7671], [-0.4948, -1.1692, 0.8014], [-0.0139, 0.7632, -0.1780], [-0.0089, 0.0874, -0.2621], [-0.4461, -0.2078, -0.1099]], "homo_ev": -10.32, "smiles": "O=C(Br)C(=O)O/C=N/Br", "e_above_lowest_kcal_mol": 0.0, "e_tot_ha": -5543.33810, "gap_ev": 8.955}


{"formula": "C32H31AsN3OPdS5", "method": "ωB97M-V/def2-TZVPD", "symbols": ["Pd", "C", "C", "C", "C", "N", "N", "C", "H", "H", "H", "H", "H", "H", "H", "H", "C", "S", "C", "C", "S", "S", "C", "S", "S", "H", "H", "H", "O", "As", "C", "C", "C", "C", "C", "C", "C", "C", "C", "C", "C", "C", "C", "C", "C", "C", "C", "C", "H", "H", "H", "H", "H", "H", "H", "H", "H", "H", "H", "H", "H", "H", "H", "C", "C", "C", "N", "C", "C", "H", "H", "H", "H", "H"], "positions_angstrom": [[-1.273, -0.518, 0.207], [-1.056, -1.789, -5.153], [-1.742, -1.250, -3.954], [-3.033, -0.790, -3.772], [-3.129, -0.414, -2.430], [-1.960, -0.630, -1.827], [-1.132, -1.146, -2.759], [-4.301, 0.103, -1.683], [-1.714, -1.723, -6.016], [-0.796, -2.839, -5.005], [-0.144, -1.229, -5.372], [-3.811, -0.740, -4.518], [-0.161, -1.260, -2.507], [-4.910, 0.745, -2.318], [-3.974, 0.671, -0.822], [-4.926, -0.723, -1.335], [-0.713, -4.832, 2.448], [0.262, -3.968, 1.185], [-0.884, -4.012, -0.157], [-2.038, -3.341, -0.206], [-2.606, -2.252, 0.995], [-2.990, -3.551, -1.670], [-1.848, -4.532, -2.543], [-2.040, -5.020, -4.099], [-0.454, -4.946, -1.568], [-0.074, -4.901, 3.327], [-0.961, -5.834, 2.106], [-1.612, -4.267, 2.686], [0.736, -0.373, -0.790], [1.841, 0.624, -0.088], [1.432, 2.452, -0.515], [0.139, 2.764, -0.916], [-0.192, 4.085, -1.176], [0.765, 5.078, -1.035], [2.057, 4.758, -0.647], [2.395, 3.441, -0.389], [1.660, 0.390, 1.823], [0.993, -0.763, 2.250], [0.713, -0.942, 3.594], [1.116, 0.019, 4.513], [1.803, 1.151, 4.092], [2.074, 1.346, 2.745], [3.658, 0.253, -0.610], [4.551, -0.287, 0.308], [5.850, -0.560, -0.086], [6.249, -0.293, -1.387], [5.356, 0.246, -2.302], [4.056, 0.523, -1.916], [-0.584, 1.988, -1.040], [-1.196, 4.338, -1.495], [0.506, 6.109, -1.241], [2.806, 5.535, -0.554], [3.413, 3.185, -0.105], [0.718, -1.535, 1.544], [0.182, -1.834, 3.916], [0.899, -0.115, 5.566], [2.124, 1.889, 4.817], [2.586, 2.243, 2.420], [4.233, -0.497, 1.323], [6.551, -0.981, 0.623], [7.266, -0.507, -1.692], [5.674, 0.451, -3.316], [3.356, 0.949, -2.623], [-3.384, 2.535, 3.625], [-2.039, 2.645, 3.306], [-1.502, 1.772, 2.373], [-2.225, 0.827, 1.765], [-3.519, 0.725, 2.077], [-4.136, 1.557, 2.997], [-3.838, 3.200, 4.349], [-1.407, 3.391, 3.769], [-0.459, 1.831, 2.103], [-4.071, -0.052, 1.574], [-5.189, 1.429, 3.211]], "forces_ev_per_a": [[-0.7955, -0.5518, -0.2318], [0.1709, 0.0188, -0.1219], [-0.0498, 0.0291, 0.0694], [0.0280, -0.0383, -0.2057], [0.3716, -0.1046, 0.1274], [0.1567, 0.0129, 0.1135], [-0.2511, 0.1014, -0.0490], [-0.2017, -0.0763, -0.0712], [-0.0001, -0.0060, -0.0080], [0.0238, 0.0998, -0.0389], [-0.0354, -0.0208, 0.0016], [0.0739, -0.0065, 0.0371], [0.0807, -0.0066, 0.0046], [0.0004, -0.0236, 0.0103], [0.0438, 0.1380, 0.2174], [0.0001, 0.0330, 0.0066], [0.0241, -0.0153, -0.0571], [-0.0942, -0.3861, -0.1773], [0.9932, -0.4934, -0.0492], [-0.8357, 0.1875, -0.4705], [-0.1538, 0.8294, 0.0516], [0.2150, -0.3872, 0.0669], [-0.0571, -0.0475, -0.1779], [-0.0203, 0.0254, 0.5253], [-0.1780, 0.1568, 0.0523], [0.0147, -0.0108, 0.0220], [0.0016, 0.0152, 0.0217], [0.0438, -0.0178, 0.0073], [-0.8319, -0.4049, -0.4454], [1.1100, 0.6595, 0.7219], [0.0394, -0.2876, 0.0390], [0.3190, 0.3890, 0.0594], [-0.1015, -0.0418, -0.0286], [-0.0237, 0.1517, -0.0241], [0.1056, 0.1864, -0.0021], [0.2651, -0.0722, 0.0908], [-0.0560, -0.1766, -0.1400], [0.2443, 0.3353, -0.1605], [-0.0183, -0.0047, 0.1764], [-0.0377, -0.0492, 0.0211], [0.0118, 0.0421, 0.0896], [-0.0261, -0.0280, -0.0940], [-0.3447, 0.0905, 0.1212], [-0.1653, 0.0029, 0.0887], [0.1237, -0.0461, 0.0184], [0.1237, -0.0389, 0.0004], [0.0320, 0.0180, -0.1013], [-0.1087, 0.0401, 0.0194], [-0.4523, -0.4386, -0.0845], [0.0434, -0.0188, 0.0161], [0.0096, -0.0439, 0.0084], [-0.0466, -0.0408, -0.0062], [-0.0723, 0.0389, -0.0168], [-0.0353, 0.0425, -0.0527], [0.0800, 0.1334, -0.0310], [0.0088, 0.0036, -0.0387], [-0.0125, -0.0240, -0.0284], [0.0173, 0.0279, -0.0067], [0.0149, 0.0056, -0.0103], [-0.0205, 0.0131, -0.0242], [-0.0463, 0.0093, 0.0159], [-0.0139, -0.0037, 0.0302], [-0.0137, 0.0228, -0.0500], [0.0741, 0.0205, -0.0031], [-0.0014, -0.0247, -0.0490], [-0.1577, 0.1726, 0.1503], [0.4472, 0.0138, 0.1421], [-0.0725, 0.0726, 0.0982], [-0.0173, -0.0463, -0.0469], [0.0175, -0.0198, -0.0175], [-0.0260, -0.0376, -0.0260], [0.0934, -0.0031, -0.0171], [-0.0960, -0.0967, -0.0642], [0.0476, 0.0012, -0.0148]], "total_charge": 1, "homo_ev": [-10.09, -10.20], "e_above_lowest_kcal_mol": 13.1, "e_tot_ha": -5831.88775, "gap_ev": [6.394, 5.963]}


{"formula": "C5H7NO", "method": "ωB97M-V/def2-TZVPD", "symbols": ["O", "C", "C", "C", "C", "C", "N", "H", "H", "H", "H", "H", "H", "H"], "positions_angstrom": [[-1.740, 2.587, 0.325], [-1.139, 2.100, -0.777], [-0.206, 1.089, -0.772], [0.540, 0.212, -0.152], [0.096, -1.107, 0.290], [1.047, -2.240, 0.065], [0.851, -1.728, 1.398], [-1.507, 2.009, 1.068], [-1.475, 2.615, -1.673], [0.276, 2.182, -1.144], [-0.965, -1.375, 0.319], [1.971, -2.014, -0.461], [0.633, -3.228, -0.119], [1.619, -1.102, 1.633]], "forces_ev_per_a": [[0.1115, -0.0987, 0.1687], [0.0877, -0.0378, -0.2016], [-0.0990, -0.3713, 0.1794], [-0.2674, 0.1866, -0.0788], [-0.1371, 0.1152, -0.1254], [0.1193, -0.2139, -0.1960], [0.1495, 0.0556, 0.1683], [-0.0505, 0.1554, -0.0560], [0.1358, -0.1469, 0.0757], [-0.0340, 0.0896, 0.0603], [0.1875, 0.1377, -0.0684], [-0.1325, 0.0076, 0.0921], [0.0281, 0.1729, 0.0133], [-0.0989, -0.0522, -0.0316]], "homo_ev": -7.99, "e_above_lowest_kcal_mol": 144.3, "e_tot_ha": -324.49450, "gap_ev": 8.469}


{"formula": "C2H5ISi", "method": "ωB97M-V/def2-TZVPD", "symbols": ["C", "C", "Si", "I", "H", "H", "H", "H", "H"], "positions_angstrom": [[-0.439, 0.341, -0.742], [-0.414, 0.637, 0.811], [0.882, -0.661, 0.011], [3.257, 0.123, -0.046], [-1.938, -0.878, -0.926], [-0.994, 0.772, -1.524], [-0.145, 1.535, 1.153], [-1.400, 0.208, 1.249], [1.190, -2.076, 0.014]], "forces_ev_per_a": [[-2.4023, -2.7544, 1.1205], [-2.3055, -6.2499, -2.1845], [-0.2796, 2.1654, 0.6080], [-0.6618, 0.0917, -0.0583], [2.7800, 1.6332, 0.4814], [0.1785, 1.1467, -0.9279], [1.2679, 3.4451, 1.1635], [2.0865, 0.9864, -0.3138], [-0.6639, -0.4641, 0.1111]], "homo_ev": -9.33, "e_above_lowest_kcal_mol": 97.3, "e_tot_ha": -666.21701, "gap_ev": 8.580}